{"formula": "C6H12NO", "method": "ωB97M-V/def2-TZVPD", "total_energy_ha": -365.352762, "mol_weight_da": 114.2, "e_homo_ev": [-12.30, -12.01], "multiplicity": 1, "charge": 1, "relative_energy_kcal_mol": 123.37, "gap_ev": [8.739, 8.181], "elements": ["C", "C", "C", "C", "C", "C", "N", "O", "H", "H", "H", "H", "H", "H", "H", "H", "H", "H", "H", "H"], "coordinates": [[0.39, 1.42, -0.98], [-1.85, -0.14, -0.41], [-0.98, 0.97, -0.66], [1.08, 0.52, -0.03], [-1.51, -1.40, 0.31], [1.73, -0.64, -0.66], [0.77, 0.65, 1.43], [-1.63, 1.04, 0.53], [0.47, 1.24, -2.07], [0.66, 2.53, -0.74], [-2.92, 0.04, -0.74], [-1.53, -2.18, -0.43], [-2.26, -1.54, 1.25], [-0.55, -1.47, 0.62], [1.88, -1.65, -0.08], [2.74, -0.46, -0.72], [1.44, -0.94, -1.58], [0.99, -0.21, 1.88], [-0.38, 0.87, 1.34], [1.43, 1.36, 1.75]], "nbo_charge": [-0.51, 0.06, 0.31, 0.14, -0.65, -0.68, -0.75, -0.48, 0.29, 0.25, 0.25, 0.25, 0.26, 0.20, 0.22, 0.25, 0.25, 0.43, 0.47, 0.45]}

{"formula": "C2H6O3", "method": "ωB97M-V/def2-TZVPD", "total_energy_ha": -305.115288, "mol_weight_da": 78.1, "e_homo_ev": [-14.84, -14.77], "multiplicity": 2, "charge": 1, "relative_energy_kcal_mol": 39.45, "gap_ev": [8.893, 4.114], "elements": ["C", "O", "H", "H", "H", "H", "O", "C", "O", "H", "H"], "coordinates": [[1.62, -0.61, -0.63], [1.28, 0.78, -0.51], [0.75, -1.23, -0.87], [2.40, -0.79, -1.36], [1.96, -0.92, 0.35], [1.57, 1.25, -1.31], [-2.08, 0.45, 2.16], [-2.29, 0.23, 0.97], [-1.44, 0.54, 0.05], [-3.26, -0.25, 0.75], [-0.51, 0.54, 0.41]], "mulliken_spin": [0.00, 0.01, 0.00, 0.00, 0.00, 0.00, 0.90, -0.04, 0.07, 0.05, 0.01]}

{"formula": "C3H7NO3", "method": "ωB97M-V/def2-TZVPD", "total_energy_ha": -398.989526, "mol_weight_da": 105.1, "smiles": "N[C@@H](CO)C(=O)O", "e_homo_ev": -9.77, "multiplicity": 1, "relative_energy_kcal_mol": 30.20, "gap_ev": 10.388, "elements": ["N", "C", "C", "O", "C", "O", "O", "H", "H", "H", "H", "H", "H", "H"], "coordinates": [[0.35, 1.43, -0.18], [0.02, 0.10, -0.65], [1.18, -0.91, -0.16], [1.41, -0.74, 1.20], [-1.30, -0.39, 0.05], [-1.78, -1.46, -0.28], [-1.87, 0.50, 0.91], [-0.44, 1.98, 0.16], [0.86, 1.95, -0.89], [-0.12, -0.04, -1.73], [2.17, -0.77, -0.73], [0.87, -1.95, -0.37], [1.37, 0.19, 1.44], [-2.71, 0.11, 1.24]], "nbo_charge": [-0.87, -0.17, -0.05, -0.73, 0.79, -0.59, -0.70, 0.39, 0.37, 0.21, 0.15, 0.20, 0.49, 0.51]}

{"formula": "C2H2FOP", "method": "ωB97M-V/def2-TZVPD", "total_energy_ha": -593.726967, "mol_weight_da": 92.0, "e_homo_ev": -9.76, "multiplicity": 1, "relative_energy_kcal_mol": 70.27, "gap_ev": 9.672, "elements": ["C", "C", "O", "F", "P", "H", "H"], "coordinates": [[-2.68, 0.77, -0.23], [-2.99, -0.30, 0.61], [-3.06, -0.91, 1.60], [-1.20, -1.52, -1.47], [-1.31, -0.38, -0.47], [-0.91, -1.65, 0.39], [-0.29, 0.45, -1.01]], "nbo_charge": [-0.57, 0.40, -0.49, -0.58, 1.25, 0.01, -0.03]}